C8H9N | ωB97M-V with the def2-TZVPD basis set

The geometry in XYZ format:
```
18
Properties=species:S:1:pos:R:3:forces:R:3:lowdin_charge:R:1
C -2.660 -1.382 0.146 2.54 1.01 -0.91 0.119
C -1.748 -0.659 -0.252 0.22 -0.77 -0.28 -0.058
C -0.679 0.368 -0.604 -0.65 0.38 0.74 -0.406
C -1.154 1.663 0.111 -4.04 -10.88 4.93 0.009
C 0.030 0.911 0.591 1.27 0.66 0.76 -0.242
C 0.840 -0.193 1.352 0.93 4.32 4.30 -0.098
C 1.668 -0.768 0.503 1.72 -0.09 2.10 -0.172
C 1.244 -0.716 -0.952 2.38 -7.75 -1.88 -0.324
H -3.142 -2.261 0.521 -0.32 0.37 -0.06 0.027
H -1.073 2.463 -0.320 1.05 8.98 -4.09 0.013
H -2.129 1.307 0.521 0.54 1.49 -0.34 0.118
H 0.700 1.759 0.209 0.49 -1.89 0.87 0.138
H 1.281 0.063 2.524 -1.76 -1.12 -3.28 0.155
H 2.678 -1.202 1.103 -2.79 0.64 -2.74 0.170
H 0.446 -1.718 -0.908 2.57 1.98 -0.59 0.168
H 2.289 -1.125 -1.585 -3.35 1.46 1.25 0.168
H 1.010 1.288 -1.319 -2.35 -3.89 -2.28 0.226
N 0.398 0.202 -1.641 1.55 5.10 1.51 -0.013
```
Positions in Å, forces in eV/Å.

Values from the calculation:
HOMO level	-8.551	eV
E	-9920.9534	eV
Kohn-Sham gap	9.141	eV
energy above the lowest of the compared OMol25 structures with the same formula, charge and spin	245.3	kcal per mole
lowest unoccupied orbital energy	0.022	Eh

C8H9N | ωB97M-V with the def2-TZVPD basis set

The geometry in XYZ format:
```
18
Properties=species:S:1:pos:R:3:forces:R:3:lowdin_charge:R:1
C -1.852 -1.263 -0.078 -2.88 -0.59 -2.21 -0.171
C -0.450 -0.914 0.016 -0.12 0.18 0.86 -0.320
C 0.247 -1.169 1.141 0.81 3.21 -0.84 -0.025
C 1.203 0.039 1.175 1.04 -3.17 4.57 -0.175
C 1.296 0.532 -0.140 -2.48 0.93 -2.07 -0.331
C 0.211 0.093 -0.851 0.57 -0.97 0.08 0.047
C 2.273 1.455 -0.472 3.95 3.48 -1.62 -0.100
C 3.196 2.252 -0.733 -2.25 -0.40 1.05 0.118
H -3.391 -0.235 -1.102 -0.34 0.28 1.32 0.041
H -2.172 0.503 -1.439 0.36 -0.34 1.93 0.047
H -1.930 -2.209 -0.810 -0.49 2.29 0.88 0.135
H -2.380 -1.637 0.867 1.07 0.94 -1.17 0.118
H -0.079 -1.470 2.108 -0.57 -0.98 0.18 0.098
H 0.541 0.598 2.016 2.15 -0.40 -1.90 0.201
H 2.235 -0.310 1.486 -0.98 0.98 0.52 0.144
H -0.093 0.339 -1.891 0.45 -0.17 0.98 0.128
H 3.763 3.226 -0.770 -0.77 -1.96 -0.14 0.053
N -2.619 0.170 -0.523 0.46 -3.30 -2.44 -0.008
```
Positions in Å, forces in eV/Å.

Values from the calculation:
HOMO level	-8.295	eV
E	-9926.4184	eV
Kohn-Sham gap	8.527	eV
energy above the lowest of the compared OMol25 structures with the same formula, charge and spin	119.3	kcal per mole
lowest unoccupied orbital energy	0.009	Eh